Record 1
Below is a structure of composition C31H32ClN5O5S3Tc, with properties calculated with ωB97M-V with the def2-TZVPD basis set.

The geometry in XYZ format:
```
78
Properties=species:S:1:pos:R:3:lowdin_charge:R:1
Tc -0.67850 -0.62666 -0.75015 1.30
N 2.02517 2.00823 -2.85703 0.11
C 1.39969 1.02623 -2.18810 -0.77
S -0.28460 1.37454 -1.71973 0.71
N 2.05293 -0.07950 -1.97496 0.06
N 1.31373 -0.97681 -1.27789 -0.10
C 1.85813 -2.05982 -0.84212 -0.16
C 3.30124 -2.35308 -1.00366 -0.19
C 4.23046 -1.50256 -0.41023 -0.01
C 5.58468 -1.77032 -0.54875 -0.06
C 6.01261 -2.86738 -1.28260 -0.09
C 5.08477 -3.70423 -1.88819 -0.08
C 3.72900 -3.45016 -1.74556 -0.04
C 0.94989 -3.02450 -0.19782 -0.17
C 1.41708 -4.22345 0.33225 0.02
C 0.51261 -5.13873 0.83901 -0.03
C -0.84188 -4.85690 0.78842 -0.03
C -1.23395 -3.63469 0.27612 -0.11
N -0.36919 -2.72736 -0.17029 -0.02
H 1.57692 2.89408 -2.99226 0.09
H 3.01169 1.91375 -3.03195 0.11
H 3.88577 -0.62967 0.13445 0.09
H 6.30880 -1.11120 -0.08601 0.11
H 7.07149 -3.06734 -1.39069 0.10
H 5.41441 -4.55344 -2.47339 0.10
H 3.00177 -4.09878 -2.22221 0.12
H 2.47782 -4.42622 0.34077 0.12
H 0.86648 -6.07372 1.25412 0.12
H -1.58440 -5.55508 1.14868 0.11
H -2.27936 -3.35813 0.20932 0.12
C -1.07655 5.25784 4.05011 -0.05
C -1.62490 4.23730 3.09128 -0.27
C -2.61306 3.34132 3.48799 -0.03
C -3.13250 2.41221 2.59994 -0.05
C -2.65674 2.36260 1.29686 -0.26
C -1.68156 3.25641 0.87930 -0.07
C -1.17261 4.18300 1.77405 -0.04
S -3.30234 1.15352 0.15629 0.57
O -3.13684 1.68808 -1.16693 -0.35
O -4.61267 0.81253 0.64729 -0.30
N -2.34696 -0.16026 0.27629 -0.35
C -2.26212 -0.70953 1.62536 -0.18
C -0.80696 -0.66913 2.08786 -0.57
O -0.47740 -0.71593 3.25031 0.08
O 0.06201 -0.61024 1.08166 -0.23
H -1.60558 5.22975 5.00245 0.08
H -1.16268 6.26762 3.64497 0.08
H -0.01804 5.08049 4.25291 0.07
H -2.99731 3.38196 4.50034 0.11
H -3.93908 1.75802 2.90619 0.11
H -1.34343 3.24122 -0.14786 0.06
H -0.42309 4.89170 1.43709 0.12
H -2.56480 -1.76021 1.63166 0.10
H -2.91322 -0.23000 2.35111 0.11
C 2.60714 3.44043 2.17295 -0.26
S 1.96124 1.85251 1.60488 0.80
C 2.21413 0.97472 3.14981 -0.25
O 2.97526 1.32863 0.64740 -0.55
H 3.64472 3.31037 2.48172 0.06
H 1.99726 3.81110 2.99805 0.04
H 2.55132 4.13384 1.33440 0.05
H 1.53058 1.36658 3.90486 0.06
H 3.25602 1.07243 3.45672 0.06
H 1.94487 -0.06123 2.96069 0.03
Cl -0.67985 0.19107 -4.93516 0.69
C -2.23689 -0.11064 -4.21179 -0.61
C -3.32614 0.56424 -4.74138 -0.11
C -4.58530 0.35186 -4.20948 -0.08
C -4.74687 -0.53758 -3.15612 -0.08
C -3.65118 -1.19550 -2.63700 -0.07
C -2.36029 -1.00204 -3.14190 -0.34
C -1.20467 -1.69774 -2.51897 -0.23
H -3.17292 1.25482 -5.55968 0.10
H -5.43360 0.89273 -4.60852 0.11
H -5.72689 -0.70661 -2.72931 0.11
H -3.77902 -1.85861 -1.78766 0.11
H -0.32577 -1.69070 -3.16166 0.03
H -1.46000 -2.73206 -2.29894 0.06
```

Calculated values
* gap between HOMO and LUMO (alpha / beta): 0.2483 / 0.2522 Ha
* charge: 0
* total energy: -3586.06032 a.u.
* E_HOMO (alpha / beta): -7.747 / -7.947 eV
* <S²>: 0.77
* 2S+1: 2

Record 2
Below is a structure of composition C31H32F5N2O5P2S2 in a non-equilibrium geometry, with properties calculated with ωB97M-V with the def2-TZVPD basis set.

The geometry in XYZ format:
```
79
Properties=species:S:1:pos:R:3:lowdin_charge:R:1
C -3.71098 4.34988 1.29459 -0.29
P -3.82047 3.73867 -0.46735 0.81
O -2.66484 4.54787 -1.39125 -0.36
S -3.23338 1.65493 -0.25042 0.36
O -3.09199 1.00095 -1.57114 -0.40
O -4.41903 1.09257 0.46612 -0.44
N -1.93745 1.42380 0.80090 -0.38
S -0.48234 1.94314 0.16880 0.36
O -0.38465 1.98556 -1.30713 -0.40
O 0.56544 1.03655 0.72326 -0.42
P 0.11886 3.90145 0.83028 0.67
N 1.47677 4.33613 0.09569 -0.34
H -4.11367 5.35766 1.39311 0.03
H -2.68259 4.27416 1.66030 -0.01
H -4.31560 3.66192 1.89404 0.03
H -3.13335 4.73955 -2.19151 0.01
H -0.92747 4.82850 0.55865 -0.03
H 0.39222 3.90518 2.23392 0.00
H 1.75797 3.58843 -0.53160 -0.03
F 5.25534 -3.24303 -1.47002 0.04
C 4.21499 -2.37970 -1.53366 -0.30
C 3.89050 -1.80297 -2.74711 -0.04
C 2.81869 -0.92027 -2.81029 -0.08
C 2.09318 -0.61838 -1.66327 -0.07
C 2.43473 -1.20461 -0.45069 -0.08
C 3.49973 -2.09539 -0.38467 -0.02
H 4.47209 -2.04401 -3.62829 0.11
H 2.54998 -0.46584 -3.75506 0.10
H 1.26176 0.07440 -1.71193 0.08
H 1.87136 -0.96414 0.44066 0.09
H 3.77503 -2.56919 0.54918 0.11
F 7.08057 6.88547 -0.03501 0.04
C 5.87014 7.22488 -0.52701 -0.29
C 4.78933 6.39171 -0.30143 -0.01
C 3.54434 6.74477 -0.80428 -0.08
C 3.40029 7.92080 -1.53343 -0.10
C 4.49693 8.74514 -1.75521 -0.10
C 5.74146 8.39951 -1.24522 -0.04
H 4.92351 5.47717 0.26188 0.12
H 2.68827 6.10210 -0.62697 0.05
H 2.42997 8.19309 -1.92868 0.10
H 4.38411 9.65800 -2.32613 0.10
H 6.60638 9.03192 -1.40027 0.11
F -4.39780 1.45666 4.19972 0.06
C -4.92280 0.22156 4.28833 -0.28
C -4.59905 -0.72392 3.33234 -0.01
C -5.14127 -1.99730 3.43345 -0.07
C -6.00449 -2.30797 4.47864 -0.10
C -6.32256 -1.34532 5.42782 -0.10
C -5.77554 -0.07211 5.33714 -0.03
H -3.93332 -0.46011 2.51922 0.10
H -4.89038 -2.74773 2.69576 0.11
H -6.42840 -3.30160 4.55199 0.09
H -6.99717 -1.58517 6.23957 0.10
H -6.00508 0.68946 6.07155 0.11
F -1.88716 -3.98403 4.32903 0.05
C -1.26967 -4.04255 3.13037 -0.29
C -0.66594 -5.22490 2.74073 -0.03
C -0.03363 -5.28646 1.50542 -0.09
C -0.00542 -4.16731 0.68249 -0.10
C -0.61345 -2.98732 1.09082 -0.06
C -1.25457 -2.92165 2.32084 0.00
H -0.69286 -6.08349 3.39988 0.11
H 0.43681 -6.20688 1.18492 0.10
H 0.48991 -4.21417 -0.27515 0.08
H -0.58695 -2.11562 0.44907 0.11
H -1.73915 -2.01136 2.65113 0.11
F -0.11546 -5.96557 -1.69192 0.05
C 0.51328 -6.00514 -2.87873 -0.28
C 1.12578 -7.17757 -3.28216 -0.02
C 1.77248 -7.21355 -4.51000 -0.09
C 1.80735 -6.07866 -5.31163 -0.10
C 1.19087 -4.90754 -4.88818 -0.08
C 0.53422 -4.86884 -3.66613 -0.01
H 1.09436 -8.04787 -2.63950 0.11
H 2.25010 -8.12624 -4.84100 0.10
H 2.31622 -6.10789 -6.26659 0.10
H 1.22195 -4.02254 -5.50931 0.10
H 0.04261 -3.96765 -3.32227 0.12
```

Calculated values
* gap between HOMO and LUMO: 0.3202 Ha
* charge: -1
* total energy: -3664.60117 a.u.
* E_HOMO: -6.296 eV

Record 3
Below is a structure of composition C31H32N3O2PdS2Si in a non-equilibrium geometry, with properties calculated with ωB97M-V with the def2-TZVPD basis set.

The geometry in XYZ format:
```
72
Properties=species:S:1:pos:R:3:lowdin_charge:R:1
Pd 13.88211 6.79328 10.10749 0.64
C 14.73887 8.40978 13.67093 -0.01
C 13.63255 8.31673 12.69820 -0.28
N 13.47878 7.06674 12.10321 -0.13
N 12.24876 6.57744 12.52758 -0.04
C 11.76275 5.54914 11.78296 -1.06
S 12.54031 4.87240 10.43698 0.64
S 10.23036 4.73088 12.20274 0.84
C 9.09437 6.08754 12.52834 -0.42
C 8.39369 6.51459 11.22215 -0.25
C 8.31490 5.62619 10.13275 -0.08
C 7.81382 6.04409 8.90875 -0.10
C 7.25053 7.29012 8.79562 -0.12
C 7.30714 8.17062 9.82877 -0.10
C 7.91072 7.83090 11.06438 -0.05
C 12.61705 9.21349 12.49079 -0.12
C 12.62326 10.41882 13.23398 -0.04
C 11.50032 11.22425 13.24131 -0.11
C 10.41333 10.89676 12.40287 -0.10
C 10.49494 9.90165 11.45287 -0.03
C 11.70052 9.13537 11.27045 -0.30
O 12.05776 8.66059 10.13564 -0.05
H 14.76395 7.60990 14.45113 0.11
H 15.67093 8.35175 13.08063 0.08
H 14.67053 9.35413 14.23125 0.06
H 8.37149 5.77266 13.27025 0.07
H 9.73297 6.86066 12.98195 0.07
H 8.76414 4.63303 10.24963 0.07
H 7.79882 5.33752 8.09984 0.10
H 6.79692 7.57013 7.84387 0.10
H 6.86223 9.13265 9.69631 0.09
H 7.95498 8.56603 11.83261 0.09
H 13.46271 10.63491 13.84015 0.08
H 11.50437 12.04357 13.96047 0.09
H 9.41611 11.30069 12.58726 0.10
H 9.64395 9.75996 10.77278 0.10
C 13.04972 8.16611 6.10071 -0.18
Si 12.85503 6.43672 7.04732 0.45
C 12.77623 4.97175 5.77242 -0.17
C 11.18707 6.52084 7.88688 -0.22
N 14.25653 6.32914 8.09613 -0.21
C 15.54693 6.16424 7.63749 -0.29
C 15.97786 6.42456 6.30285 -0.05
C 17.36065 6.36729 5.96373 -0.10
C 18.29841 5.89851 6.88938 -0.14
C 17.87393 5.53867 8.15788 -0.05
C 16.56985 5.73368 8.59273 -0.22
O 16.13539 5.34782 9.86171 -0.05
C 16.87535 5.89910 10.90490 -0.27
C 17.38611 7.19816 10.83796 -0.04
C 18.24632 7.63795 11.81327 -0.10
C 18.62008 6.81164 12.89039 -0.11
C 18.05780 5.55934 12.94570 -0.11
C 17.11950 5.11770 12.02525 0.00
H 13.70498 8.13232 5.24299 -0.01
H 13.35114 8.93140 6.80739 0.01
H 12.05618 8.46939 5.75706 0.00
H 12.19567 5.18719 4.86052 0.02
H 12.34096 4.12375 6.29932 0.01
H 13.76610 4.70489 5.45520 -0.01
H 10.43593 6.83819 7.17339 0.02
H 11.20081 7.20506 8.75718 0.01
H 10.87091 5.54540 8.21394 -0.01
H 15.20672 6.76850 5.62704 0.06
H 17.71458 6.69622 4.97911 0.09
H 19.34317 5.84091 6.68664 0.07
H 18.58218 5.15806 8.87853 0.11
H 17.15057 7.86759 9.98236 0.14
H 18.68286 8.60943 11.74920 0.09
H 19.32470 7.14796 13.63791 0.09
H 18.36295 4.91044 13.76148 0.10
H 16.73745 4.11462 12.09691 0.12
```

Calculated values
* gap between HOMO and LUMO (alpha / beta): 0.2013 / 0.1977 Ha
* charge: -1
* total energy: -2728.95938 a.u.
* E_HOMO (alpha / beta): -3.608 / -3.813 eV
* <S²>: 2.04
* 2S+1: 3